1.
This record from OMol25 describes a 3-piece molecular cluster, C34H40N3O10PS overall at a distorted geometry. The level of theory is ωB97M-V/def2-TZVPD.

The geometry in XYZ format:
```
89
Properties=species:S:1:pos:R:3:forces:R:3:mulliken_charge:R:1
H -1.667 -0.097 -0.641 0.67 -1.47 -1.35 0.572
H -3.859 -1.823 -0.064 1.40 -1.31 0.04 0.259
C -5.578 4.593 1.703 -0.12 0.05 1.44 0.454
C -5.514 4.779 -0.824 -0.21 0.25 0.23 -0.847
H 0.208 -4.381 -0.324 0.08 0.46 1.60 0.063
C -0.951 1.358 2.788 3.52 2.84 -2.25 -0.439
N -0.288 -4.469 -4.191 0.98 5.80 1.45 -0.642
C -0.006 -1.956 -3.444 0.57 -3.01 -1.57 0.689
C 2.928 -4.037 1.335 -0.74 0.91 -0.22 -1.024
H -5.822 5.303 -1.718 0.01 -0.03 0.03 0.427
C -0.655 -3.389 -3.306 -1.38 -0.62 1.36 0.738
C 0.169 -0.783 3.674 1.26 -1.21 -0.92 0.361
H 0.471 -3.161 1.056 -0.65 -1.46 -0.36 -0.387
C -2.001 -2.391 -1.220 0.52 -1.79 -2.24 0.426
O -4.239 3.230 -2.050 -0.18 -0.01 1.44 -0.579
C 2.518 -3.543 3.972 0.02 -0.04 0.36 -0.524
H 1.681 3.332 1.170 -0.92 -1.51 0.95 0.359
O 2.125 2.590 -4.709 3.52 4.05 -0.34 -0.391
H -0.808 -0.866 4.265 1.51 0.47 -0.75 0.321
H -1.766 -3.608 3.272 -0.08 -0.46 -1.61 0.214
H 1.910 -2.795 5.986 -0.72 0.10 -1.75 0.336
H 2.915 -3.424 0.349 0.14 -1.05 1.49 0.277
N 0.917 -2.072 -4.551 -2.45 -1.26 2.22 -0.569
C -2.022 -3.856 2.182 -0.72 -0.13 -0.90 -0.801
C -0.315 -0.728 -2.514 -1.68 -3.11 1.49 -0.167
C -4.712 3.712 -0.866 0.20 -0.04 -1.44 0.278
H 3.812 -2.389 2.551 -1.69 -0.50 -0.09 0.437
H 2.452 0.773 2.321 -2.11 0.34 0.29 0.258
O -6.029 5.091 2.889 0.10 -0.03 -1.40 -0.573
C 1.041 2.560 1.704 -3.83 -4.42 3.15 -0.914
H -1.481 -5.627 0.762 0.30 1.15 1.10 0.199
H -2.256 -4.574 -1.953 1.03 1.58 -0.43 0.253
O 6.094 6.509 -4.574 -0.48 -1.27 -0.15 -0.567
H 3.941 -4.565 1.367 -1.52 0.50 0.17 0.372
H -3.062 -4.373 2.191 1.62 0.92 0.20 0.425
H 1.530 -5.684 2.186 0.19 1.14 -1.18 0.325
C 0.293 -4.263 0.810 0.96 -0.63 0.45 0.629
C -1.705 -3.592 -2.148 0.93 4.26 0.83 -0.681
O -3.581 2.018 0.300 -0.18 0.16 -0.31 -0.400
C 3.818 5.943 -4.415 -0.36 -0.07 0.03 -0.967
C -4.299 3.000 0.377 0.17 -0.27 0.70 0.812
H -3.589 -3.646 -0.082 1.05 1.28 -0.07 0.377
O 6.639 3.888 -5.076 -0.17 0.44 0.10 -0.612
H 0.628 0.416 -4.927 0.25 0.63 0.30 0.314
H 2.439 1.730 -1.900 -0.59 -1.04 -0.07 0.287
C -6.013 5.287 0.458 -0.18 0.35 -0.77 0.850
C 4.402 3.166 -4.899 0.43 0.17 0.01 -0.695
H -2.886 -1.807 2.046 1.19 -1.05 -0.96 0.234
H -0.603 -5.569 2.382 -0.80 0.94 -1.44 0.385
C -1.361 -0.943 -1.364 2.21 -2.21 -3.54 -0.686
N 0.261 0.530 2.969 -1.31 3.55 -1.26 0.262
H -1.261 -1.883 1.193 -1.25 -1.03 0.24 -0.285
H -1.151 3.520 1.664 0.96 -1.76 0.78 0.305
O 2.086 0.809 -1.973 -1.11 0.01 -1.48 -0.505
H 2.419 -0.717 4.067 -1.29 -0.70 0.83 0.241
H -1.981 1.060 3.179 1.92 0.40 -0.66 0.272
C -1.005 -4.910 1.514 1.03 0.14 0.73 -0.734
H 0.462 -3.165 4.925 1.58 1.00 -0.31 0.250
C 1.670 -5.033 1.254 0.20 -0.34 -1.33 -0.733
C -3.042 -2.644 -0.017 0.92 1.17 -0.30 -0.895
H 1.305 3.093 -4.543 0.10 -0.14 -0.17 0.461
H 1.301 -0.562 5.580 0.61 -0.67 -1.58 0.415
H 3.536 -3.615 4.513 -1.59 0.14 -0.85 0.315
H 0.098 -1.585 2.836 0.12 1.11 1.50 -0.667
O 1.574 5.231 -4.294 0.23 -0.38 -0.05 -0.610
C 5.090 5.589 -4.612 0.51 1.28 0.15 0.372
H -6.586 5.859 2.652 0.07 -0.11 0.08 0.345
C -2.218 -2.480 1.375 -1.40 0.25 0.62 0.253
C -4.779 3.524 1.661 0.21 -0.27 -0.22 -0.880
C 2.790 -2.919 2.517 0.67 -1.04 -0.63 0.020
C 1.383 1.191 2.344 -0.54 2.45 -1.02 0.086
H 6.914 6.006 -4.747 -0.11 0.11 0.02 0.350
C 1.517 -2.688 4.898 0.71 -0.04 0.91 -0.554
S 0.887 -3.678 -5.187 -1.82 1.83 2.70 0.161
C 2.748 4.941 -4.455 -0.08 0.77 0.13 1.033
C 5.468 4.173 -4.882 0.09 -0.88 -0.12 0.910
H -4.458 3.010 2.557 -0.01 0.03 -0.02 0.417
H 4.693 2.140 -5.079 -0.02 0.03 -0.01 0.450
H 1.893 -5.772 0.387 -0.24 1.02 1.53 0.372
H 1.998 -2.184 2.148 1.09 -0.93 0.85 -0.114
H -3.686 2.459 -1.814 -0.03 0.12 -0.12 0.302
O 0.683 1.252 -4.404 -2.87 -4.97 2.12 -0.563
C -0.497 2.639 2.005 1.50 -2.86 1.09 -0.268
C 3.129 3.519 -4.699 -0.66 -1.20 -0.23 -0.120
C 1.484 -1.114 4.585 -1.87 0.07 0.22 -0.607
H 2.109 -4.624 3.957 0.69 1.74 -0.29 0.183
H 3.530 6.968 -4.220 0.02 -0.03 -0.01 0.415
P 0.531 0.945 -2.724 -0.34 1.59 0.53 0.487
O -6.758 6.250 0.534 0.19 -0.27 0.35 -0.610
```
Positions in Å, forces in eV/Å.

Values from the calculation:
Net charge: 0

***

2.
This record from OMol25 describes C7H8N4 as an isolated structure at a distorted geometry. The level of theory is ωB97M-V/def2-TZVPD.

The geometry in XYZ format:
```
19
Properties=species:S:1:pos:R:3:forces:R:3:mulliken_charge:R:1
H -0.430 -2.266 0.474 -0.19 0.20 -0.23 0.510
C 1.135 0.980 0.135 -0.33 -5.04 0.52 0.600
C -1.153 0.813 -0.724 2.83 3.26 -0.98 -0.998
C 1.286 -1.006 0.092 -0.60 5.01 -0.46 0.300
C -0.642 -0.253 1.295 -1.37 1.49 2.92 -0.993
H -0.828 1.654 -1.484 -0.58 -1.95 1.05 0.293
H -0.281 -0.387 2.345 0.86 0.08 -1.05 0.340
N 2.248 -1.631 -0.773 -0.11 0.01 0.91 -0.327
N 1.939 1.724 -0.784 -0.64 0.25 -1.57 -0.370
C -0.201 -1.216 0.243 -0.16 -1.74 -0.79 0.053
N 2.326 1.733 0.365 0.44 0.46 1.69 -0.395
C -0.883 -0.631 -1.050 1.54 -0.39 -1.56 -0.600
H -1.896 -0.913 -1.220 -0.38 -1.72 -0.25 0.330
H -2.184 0.916 -0.601 -1.65 0.59 0.58 0.486
H -0.256 -0.773 -2.011 -1.00 0.03 1.64 0.301
C -0.351 1.057 0.574 1.05 1.69 -0.42 0.058
H -1.725 -0.142 1.595 0.52 -0.90 -1.14 0.364
N 2.494 -1.691 0.448 -0.43 -0.20 -0.58 -0.398
H -0.597 2.032 1.082 0.19 -1.11 -0.28 0.445
```
Positions in Å, forces in eV/Å.

Values from the calculation:
Net charge: 0

***

3.
This record from OMol25 describes a 2-piece molecular cluster, H3OS2 overall. The level of theory is ωB97M-V/def2-TZVPD.

The geometry in XYZ format:
```
6
Properties=species:S:1:pos:R:3:forces:R:3:mulliken_charge:R:1
H -2.100 1.122 1.292 -0.02 0.03 0.09 0.069
S 0.161 1.376 -0.120 -0.08 0.24 0.11 -0.668
O 1.207 -1.533 -1.222 -0.30 -0.08 0.04 -0.628
S -0.884 1.531 1.696 0.08 -0.17 -0.30 -0.327
H 0.901 -0.604 -1.171 0.14 0.00 0.17 0.249
H 0.714 -1.892 -0.474 0.18 -0.02 -0.11 0.304
```
Positions in Å, forces in eV/Å.

Values from the calculation:
Net charge: -1

***

4.
This record from OMol25 describes C47H42N4O11P2Ti as an isolated structure at a distorted geometry. The level of theory is ωB97M-V/def2-TZVPD.

The geometry in XYZ format:
```
107
Properties=species:S:1:pos:R:3:forces:R:3:mulliken_charge:R:1
N -2.234 -0.580 -1.616 0.08 0.20 -0.63 1.546
H -5.390 -5.072 2.712 -0.01 -0.01 0.00 0.401
C 2.124 2.642 4.909 0.06 0.01 0.03 -0.810
C -3.327 -2.891 1.148 0.11 0.04 -0.02 -0.334
H -4.648 2.598 -1.926 0.00 -0.03 -0.01 0.602
C 2.693 1.289 3.001 -0.07 0.02 -0.12 -0.383
O -3.361 -2.478 -2.311 0.10 0.06 0.00 -0.651
H 2.155 -1.921 -1.789 -0.06 0.02 0.10 0.278
H -2.076 1.231 4.492 -0.02 0.00 -0.02 0.433
H -3.311 -2.203 0.315 -0.04 -0.03 0.00 0.729
C 0.383 -1.650 3.782 -0.04 -0.08 -0.12 0.047
C 0.260 -4.323 -3.202 0.03 0.12 0.05 -1.161
C 1.497 1.630 0.729 0.80 0.28 0.14 2.205
H -4.570 4.455 -0.220 0.02 0.03 0.00 0.437
C -0.934 -2.218 1.638 0.27 -0.65 0.60 1.709
H 0.667 2.796 -3.801 0.34 0.13 -0.03 0.493
C -2.197 -3.031 1.943 -0.16 0.13 -0.36 -0.195
P -0.745 0.980 -5.107 -0.23 0.25 -0.25 0.606
C -2.348 -1.859 -2.074 -0.05 -0.30 -0.20 -0.669
H 2.294 2.934 5.937 -0.01 -0.02 0.03 0.413
H 2.663 -4.284 1.663 -0.08 0.01 0.06 0.567
H -0.515 4.898 -1.961 0.00 0.02 -0.01 0.577
C -3.030 3.466 0.917 -0.11 -0.05 0.06 -0.940
C -3.967 2.587 -1.088 0.00 0.00 0.01 -0.807
H -3.391 -5.313 4.143 0.02 0.01 0.02 0.422
N 1.559 -1.297 0.615 -0.01 0.02 -0.42 1.364
C 1.724 1.915 2.229 -0.30 -0.19 0.04 0.304
C -3.260 0.298 -1.832 -0.16 0.25 -0.10 -0.344
O 1.888 1.291 -5.876 0.16 -0.35 -0.14 -0.626
H 1.335 -1.081 5.613 0.01 -0.02 0.01 0.437
O -1.157 -1.369 0.553 -0.64 -1.27 1.48 1.256
C -4.497 -4.501 2.495 -0.06 0.00 -0.04 -0.594
C -0.359 0.154 5.189 0.05 0.03 0.00 -0.763
H 3.656 1.144 4.904 0.02 0.02 0.02 0.476
H -2.333 -0.162 2.457 -0.02 0.05 0.01 0.447
C -3.119 1.499 -0.938 -0.39 0.17 0.05 0.493
H -0.138 -3.649 0.284 -0.02 -0.09 0.06 0.527
C -1.524 -0.346 3.153 0.02 -0.03 0.02 -0.093
C 0.185 -3.209 1.233 -0.10 0.40 -0.11 -1.958
H 2.390 -4.058 -2.994 0.04 0.04 0.04 0.576
H -1.498 2.213 1.775 0.09 0.03 -0.02 0.378
H 1.206 6.597 -1.405 0.01 0.01 -0.01 0.404
C 2.700 -3.249 1.348 0.06 0.09 -0.05 -0.799
C 2.338 5.252 -0.176 0.08 -0.02 0.00 -0.958
H -1.368 -4.000 3.677 0.02 0.02 0.01 0.439
C 1.455 3.020 0.056 -0.30 -0.24 -0.15 -0.299
C -1.009 -2.537 -2.253 -0.12 -0.48 -0.45 0.434
O 0.632 0.516 -2.184 0.15 0.07 -0.29 -0.590
C -2.231 -3.902 3.028 0.02 -0.05 0.00 -0.246
H 4.839 -3.107 1.448 0.03 0.01 -0.01 0.450
C 2.425 3.975 0.353 0.07 -0.01 -0.08 -0.307
C 2.669 0.810 0.112 -0.54 0.07 0.18 -1.630
H -2.987 4.205 1.704 0.06 0.02 0.00 0.507
O 2.975 0.506 -3.040 0.00 -0.05 -0.24 -0.613
C 1.050 0.477 -5.063 -0.63 0.34 0.77 1.043
H 3.238 3.737 1.028 0.00 -0.03 0.02 0.418
C -0.644 -1.392 2.887 0.07 0.20 -0.11 0.104
C 3.914 -2.590 1.226 -0.13 0.02 -0.03 -1.245
C -4.472 -3.627 1.420 -0.05 -0.04 0.05 -1.463
O -1.010 1.017 -6.715 -0.08 0.01 0.24 -0.572
C 1.273 -2.471 -2.094 0.35 -0.02 0.06 -0.491
C 1.278 5.594 -1.004 -0.07 0.13 -0.02 -0.815
H -5.341 -3.515 0.786 0.00 0.01 -0.01 0.504
C 0.406 3.371 -0.784 0.18 -0.02 0.15 -0.039
C 2.890 1.649 4.329 0.08 -0.02 0.04 -0.806
O -1.515 -0.116 -4.494 -0.29 -0.37 0.16 -0.580
H 3.327 0.526 2.575 -0.01 -0.04 0.04 0.178
C -1.382 0.424 4.291 -0.08 0.02 0.00 -0.730
H 1.081 -2.459 3.606 0.03 -0.01 -0.02 0.390
H 0.256 -4.015 1.961 0.04 -0.01 -0.01 0.776
C -2.207 2.357 0.971 0.18 -0.05 0.22 -0.160
C -0.966 -3.733 -2.959 0.00 0.01 0.06 -0.507
C 0.525 -0.876 4.925 0.04 -0.01 0.15 -0.809
H -0.253 0.745 6.088 0.03 0.05 0.02 0.428
C 0.956 2.914 2.830 -0.07 -0.07 0.10 0.062
C 1.532 -2.559 1.051 0.07 -0.12 0.10 0.294
O 0.289 0.942 0.523 0.80 1.97 0.94 0.597
C -3.918 3.596 -0.144 0.10 -0.12 -0.01 -0.782
H -1.899 -4.157 -3.301 -0.02 0.01 0.03 0.651
C 0.312 4.653 -1.307 -0.01 -0.07 -0.05 -0.744
H 0.227 3.448 2.235 -0.03 0.02 -0.01 0.565
C 3.924 -1.259 0.847 -0.02 -0.11 0.00 -0.539
C 1.216 -1.001 -5.344 0.07 0.08 0.13 -1.579
H -0.334 2.631 -1.035 -0.10 0.07 -0.06 0.184
H 0.910 -1.199 -6.371 0.00 -0.03 0.00 0.420
N 0.089 -1.940 -1.792 -0.64 -0.24 -0.21 1.442
C 1.408 -3.663 -2.780 -0.16 -0.02 -0.04 -0.999
C 2.715 -0.632 0.547 0.21 0.00 0.08 0.379
H 3.089 5.990 0.074 0.03 -0.02 -0.01 0.434
H 2.251 -1.321 -5.209 0.04 0.00 -0.03 0.296
P 1.475 0.988 -3.332 0.21 0.20 -0.11 0.402
H 0.546 4.062 4.586 0.00 0.01 0.01 0.434
H -1.825 0.514 -6.857 0.15 -0.01 -0.17 0.351
O -4.206 0.202 -2.577 0.09 -0.06 0.08 -0.684
H 3.613 1.314 0.318 0.03 -0.07 -0.01 1.030
O 1.587 2.544 -3.428 -0.72 -0.02 -0.08 -0.644
C -3.373 -4.636 3.299 0.03 -0.02 0.02 -1.148
H 2.507 0.824 -0.960 0.21 0.06 0.17 -0.800
H 4.859 -0.718 0.788 -0.04 0.10 -0.04 0.596
H 0.328 -5.264 -3.731 -0.01 0.00 -0.03 0.457
O -0.798 2.387 -4.571 0.54 -0.07 0.06 -0.924
H 0.567 -1.558 -4.668 0.00 -0.07 -0.08 0.246
H 3.588 0.848 -3.708 -0.02 0.00 0.02 0.411
N -2.239 1.390 0.055 0.01 -0.11 -0.69 1.143
Ti -0.513 -0.203 -0.533 0.43 -0.20 -0.96 -0.808
C 1.149 3.274 4.152 -0.07 0.01 -0.05 -1.001
H 1.328 1.876 -6.400 0.05 0.06 0.01 0.454
```
Positions in Å, forces in eV/Å.

Values from the calculation:
Net charge: 0

***

The following E_HOMO values (in eV) correspond, in order, to the records above: -7.838 -9.303 -2.558 -8.777.